C26H26ClDyN8O2S2 | wB97M-V/def2-TZVPD

Properties
Multiplicity = 6
E_HOMO (spin up / spin down) = -0.464 / -0.464 hartree
Charge = +2
E_tot = -101667.4904 eV

Last column: Mulliken spin population.
Atoms and positions in Å:
Dy (-0.396, 0.067, -0.003)  5.18
C (2.713, 0.701, 1.206)  0.00
N (2.046, 0.662, -0.131)  -0.04
C (2.814, -0.258, -1.044)  0.00
C (1.936, -1.080, -1.924)  0.00
C (2.255, -1.278, -3.257)  0.00
C (1.342, -1.969, -4.100)  0.00
C (0.140, -2.432, -3.567)  0.00
C (-0.072, -2.238, -2.192)  0.00
N (0.756, -1.494, -1.439)  -0.04
C (2.014, 2.040, -0.695)  0.00
C (1.334, 2.075, -2.022)  0.00
C (1.935, 2.633, -3.167)  0.00
C (1.251, 2.579, -4.383)  0.00
C (-0.068, 2.055, -4.388)  0.00
C (-0.582, 1.506, -3.206)  0.00
N (0.159, 1.406, -2.079)  -0.02
C (1.772, 1.003, 2.314)  0.00
C (2.283, 1.773, 3.367)  0.00
C (1.600, 1.806, 4.577)  0.00
C (0.376, 1.126, 4.642)  0.00
C (-0.117, 0.525, 3.501)  0.00
N (0.543, 0.471, 2.323)  -0.03
H (3.497, 1.462, 1.197)  0.00
H (3.221, -0.259, 1.375)  0.00
H (3.431, -0.916, -0.444)  0.00
H (3.495, 0.330, -1.683)  0.00
H (3.174, -0.874, -3.652)  0.00
H (1.560, -2.122, -5.133)  0.00
H (-0.615, -2.896, -4.195)  0.00
H (-0.963, -2.622, -1.690)  0.00
H (3.045, 2.368, -0.762)  0.00
H (1.475, 2.706, 0.017)  0.00
H (2.885, 3.142, -3.071)  0.00
H (1.702, 3.023, -5.249)  0.00
H (-0.718, 2.124, -5.246)  0.00
H (-1.624, 1.166, -3.190)  0.00
H (3.128, 2.400, 3.157)  0.00
H (2.046, 2.306, 5.425)  0.00
H (-0.241, 1.112, 5.516)  0.00
H (-1.091, 0.051, 3.521)  0.00
N (-4.335, -0.262, -1.176)  0.00
C (-4.009, -1.071, -0.144)  0.00
N (-2.746, -1.311, 0.265)  -0.03
C (-2.811, -2.245, 1.309)  0.00
C (-4.055, -2.613, 1.728)  0.00
S (-5.286, -1.824, 0.788)  0.00
C (-1.599, -2.771, 1.912)  0.00
C (-1.457, -3.416, 3.095)  0.00
S (0.217, -3.645, 3.555)  0.00
C (0.624, -3.040, 1.966)  0.00
N (-0.380, -2.498, 1.264)  0.00
N (1.905, -3.109, 1.473)  0.00
H (-3.743, 0.559, -1.244)  0.00
H (-5.310, -0.169, -1.401)  0.00
H (-4.277, -3.318, 2.506)  0.00
H (-2.235, -3.684, 3.793)  0.00
H (2.610, -3.622, 2.011)  0.00
H (2.012, -3.156, 0.454)  0.00
Cl (-3.545, 1.751, 2.695)  0.00
C (-3.059, 2.869, 1.325)  0.00
C (-2.049, 2.142, 0.535)  -0.02
O (-0.828, 2.122, 0.893)  -0.01
O (-2.356, 1.301, -0.437)  -0.02
H (-2.718, 3.785, 1.804)  0.00
H (-4.012, 3.041, 0.805)  0.00